DFT (ωB97M-V/def2-TZVPD) results for 13 unconnected molecules or ions with the total composition C48H125O42P3S10 in a non-equilibrium geometry.

Gap between HOMO and LUMO = 10.22 eV
Max |F| = 4.27 eV/A
Total charge = 0
Relative energy (zero: lowest compared OMol25 entry of this formula, charge and spin) = 0.905 eV

XYZ file:
```
228
Properties=species:S:1:pos:R:3:mulliken_charge:R:1
C 0.4173 6.5422 0.7637 -1.875
H 2.1396 -2.7128 0.0674 0.253
H 5.3584 5.6102 4.8431 0.341
H 6.4156 4.8531 6.7813 0.291
H -2.8291 -0.2006 -6.2568 0.166
H -1.4272 4.3833 -3.9604 0.132
H 0.4611 3.3815 -1.8646 -0.571
H -4.7346 5.6267 -0.9850 0.375
S -3.6587 -1.4373 5.6490 1.226
H 0.2476 -1.6547 3.7418 -0.691
O 1.3845 2.0490 0.5391 -0.951
O 2.5408 6.1364 -0.1789 -0.508
H 3.3513 4.7624 3.4279 0.543
H -4.8041 3.3815 0.0489 -0.931
C -2.6783 -1.5921 -0.8378 0.986
H 1.3797 -2.7606 -3.6231 -0.605
H 5.2629 -4.5552 4.7753 0.342
H -7.0366 2.6157 -0.4397 0.089
H -3.2195 -1.8404 -5.7763 0.390
S 3.3312 -3.7402 3.6037 1.217
S 3.5583 5.3546 -1.1557 1.336
H 0.3664 -2.4116 -0.0909 0.019
S -1.8070 -5.5961 0.4981 1.307
C -1.7690 -0.8853 -4.3212 2.662
O -4.3675 -0.2171 5.9926 -0.660
O 3.7869 -2.8915 -1.8995 -0.374
H -5.4377 -3.0908 5.8828 0.460
C 0.5413 -6.2192 1.4753 -0.444
C 3.0419 -0.1811 3.5500 1.006
H 1.4692 -6.4720 -6.9644 0.326
C -0.5956 -1.2331 4.2279 -0.008
H -3.3057 2.9100 -0.8263 -0.497
C 1.7689 -6.3792 0.6100 -0.740
O 2.3443 -4.3147 -4.4644 -0.183
H 0.6774 -5.8959 2.4999 0.303
H 1.7900 -6.1129 -9.7403 0.347
P 2.8373 -3.8026 -5.8602 -0.406
O 2.4189 -2.2688 -5.8696 0.768
H -1.9872 1.3962 1.3940 -0.112
H 2.2282 4.6191 2.0207 -0.629
H -6.9522 -1.8869 0.5626 0.237
H 6.8447 4.7992 4.3439 0.358
H 0.2411 -5.4358 -8.9501 0.290
H -2.0511 4.5042 5.6296 0.325
H -1.9931 -2.8786 4.1984 0.894
H -4.8899 3.8925 -6.8922 0.372
C -6.9840 -3.2708 -1.2647 -1.087
H -3.3798 3.3491 6.0878 0.301
C 3.7885 1.0945 -3.9559 -1.299
H 7.4230 -4.8023 -4.0903 0.447
C 2.7456 0.9557 -2.9262 1.128
O 0.4636 1.8804 2.7587 0.641
C -2.3694 -1.1024 -5.7499 -1.389
C 1.3368 -5.4166 -9.0036 -1.075
O -4.0259 -2.2547 1.4940 -0.225
C 5.8382 4.5680 4.7348 -0.680
H -0.5974 -1.2771 5.3306 0.851
O -3.0792 4.8959 3.0222 -0.840
C 4.1614 -4.6362 4.9415 -1.199
H -2.5300 -2.6430 -1.0050 0.257
H 1.3572 5.2140 4.5273 0.899
H 5.2298 1.2862 8.2668 0.388
H -1.2593 1.2336 -0.1824 -0.869
H -7.1584 2.4651 3.6363 0.391
H 6.5478 -2.1355 0.1065 0.467
C -7.6105 1.6774 -0.6570 -0.540
H 6.4412 -4.5967 -5.4148 0.330
O 4.2604 -4.1485 -6.1856 -0.753
H -7.4563 -4.2370 -1.0927 0.351
H 3.7512 0.0699 2.7440 0.269
H 3.4710 3.4755 0.0993 -0.475
H -4.7718 2.1302 -6.7314 0.254
O -5.2469 -1.7824 -0.6613 0.057
C 5.5799 -2.6173 -0.0015 -0.767
H 3.2933 1.4933 -4.8826 0.351
H 3.1448 0.3505 -2.0820 -0.461
H 0.1975 7.4481 0.2394 0.469
C 2.5373 4.2180 2.9927 0.162
C -0.0141 -4.3126 -4.0016 -1.362
O 1.7026 2.7793 7.4777 -0.761
O -4.6413 3.2105 3.9009 -0.455
C 3.7295 -1.2201 4.4461 -0.798
H -3.5828 3.1517 -4.8926 -0.046
S -4.0442 -1.3906 0.3412 0.625
H -5.8057 -3.2128 0.6031 0.218
O -0.4276 0.3510 -2.0114 1.232
O -1.9472 -7.0112 0.2991 -0.731
H 5.4378 -3.6814 0.2113 0.305
H 3.6809 -5.6375 4.8932 0.392
C -0.4131 4.4617 -3.5463 -1.829
H -2.8251 -0.9849 -1.7207 -0.456
C -3.0706 4.1717 5.5157 -1.129
C -0.2013 3.2489 -2.6770 2.743
C 5.8786 4.0608 6.1851 -0.270
C -4.2243 3.4709 -0.8557 2.442
H -6.1403 -3.4180 -1.9774 0.217
H 2.9575 -5.7490 -7.6301 0.364
H 1.2499 -0.1367 -0.6407 -0.531
C -5.2360 3.0089 -6.3363 -1.337
H -0.2408 -4.1523 -5.0526 0.252
H -3.0965 5.2362 -0.4094 0.273
O -3.5973 0.9965 -2.5542 0.125
H -0.6792 -3.8152 -3.3503 0.053
O -5.2898 1.9101 -4.1963 -0.180
O 1.6999 -4.4155 -6.7580 -0.071
P 0.1722 0.6336 -3.3615 -1.170
H -1.8226 -1.2267 -0.2305 -0.741
H -7.7605 -2.7320 -1.8415 0.257
H 2.3170 -5.4680 0.7174 -0.034
H -0.9786 2.0349 6.7148 0.856
C 4.7646 1.3709 7.2853 -0.402
H 1.0771 6.7664 1.6228 0.393
O 4.6146 6.2815 -1.3016 -0.766
H -0.3589 5.3379 -3.0046 0.469
C -6.3200 -2.5496 -0.0479 -0.074
O 0.2162 2.1775 -3.6124 -0.447
H 4.2186 0.1079 -4.1604 0.006
O 1.8647 3.3832 5.1816 0.091
H -6.7803 1.4200 2.1604 0.127
O 1.9090 -3.5419 3.8845 -0.494
O 6.1457 -3.1158 -2.4645 -0.371
C -3.8898 4.9003 -1.0838 -1.905
H 4.8093 -2.2107 0.6507 -0.128
O 6.8868 0.4888 6.1529 -0.687
H -6.2386 0.9317 3.7849 0.245
H -1.9557 -1.7958 2.6634 -0.544
O 5.1774 1.7046 4.7838 -0.467
H -3.6354 -5.0113 1.5611 0.355
H -0.4571 6.1212 1.2765 0.362
H 4.0391 2.1466 7.1274 -0.056
H -0.7778 -0.1893 3.9761 -0.299
H 7.4216 -3.1590 -4.9289 0.296
H -6.2953 2.9713 -6.1166 0.363
C 5.6498 -3.6110 -3.7559 0.194
O 3.7138 -4.5006 2.4726 -0.575
O 0.5620 -0.1320 1.3038 -0.184
S 0.9064 3.3250 6.4304 1.401
O 2.8805 4.8846 -2.2826 -0.589
H -2.4378 -0.3490 -3.5443 -1.089
H 4.1570 0.4505 7.1725 0.190
H -1.1276 2.9106 -2.2324 -0.778
O 6.5942 2.8811 6.3909 -0.374
C -6.4382 1.7762 3.1495 -1.246
H 2.0805 -0.6287 3.1883 -0.490
H -4.0443 -3.4709 4.6163 0.164
H 5.2676 3.9061 4.1009 0.011
O -2.9622 -1.0300 4.2666 -0.075
H 0.4302 4.0505 3.7626 0.033
H 0.9264 -0.5968 -6.4630 -0.114
S 5.0861 -2.2683 -1.6681 1.324
H -3.8260 4.9220 5.7066 0.438
C 1.2934 -2.1875 0.4156 -0.100
H -2.2328 -4.4359 2.5112 -0.171
O 1.6545 0.1809 -3.5296 0.885
H 2.5415 -0.4004 0.5358 0.177
C 1.2008 5.5946 -0.1669 1.459
H 0.6574 5.6800 -1.1124 -0.034
C -2.6896 -5.2618 1.9806 -0.695
H 1.4839 -6.4637 -0.4831 0.187
S 0.3434 1.4989 1.3871 0.173
H -1.5829 -1.5589 -6.3979 0.260
O 4.1575 -2.3626 3.5019 -0.436
S -3.1344 3.7020 3.8531 1.682
O -5.1793 2.9861 -1.8395 -0.188
H 2.9242 -2.2379 -7.8049 0.433
P -4.9570 1.5791 -2.6706 -0.854
H 4.7508 4.5028 0.7022 0.234
C -1.2616 1.7589 0.7227 0.609
O -4.1699 -0.0363 0.6153 -0.276
O 5.3007 -0.9060 -1.9741 -0.698
C 2.7117 -1.5044 -7.0462 -0.503
H 4.8729 3.9807 6.5394 0.230
H 1.6383 -4.4224 -9.3102 0.259
H 2.8091 3.1992 2.8788 -0.165
C -4.7200 3.0844 -4.9033 0.253
H 3.0208 -1.6983 5.1280 0.613
O -2.6696 -2.0668 6.4107 -0.593
C -7.4445 1.1666 -2.1396 -0.413
C 1.4818 -0.6711 0.3114 0.280
H -7.2073 0.8824 -0.0211 -0.120
O -0.6081 -0.0434 -4.5300 -0.251
H -3.4671 5.1094 -2.0367 0.477
H -5.1734 3.9259 -4.3575 0.291
H -0.0338 -5.4223 -3.8859 0.367
H 2.3341 1.8812 -2.5141 -0.042
H 0.0410 -7.2664 1.4828 0.409
O 0.3178 4.6382 6.5947 -0.732
H -8.0591 0.1807 -2.3157 0.232
H 3.8880 -4.2239 5.8874 0.387
H -1.4140 2.8441 0.5217 0.417
H 0.3404 1.2153 5.8620 0.013
H 1.1556 4.5885 0.1982 -0.399
H 1.7552 0.1622 -7.9732 0.411
O -6.1355 0.6164 -2.2153 -0.202
C 1.4611 -0.7233 -7.3723 -0.902
H -4.4143 1.8843 2.3304 -0.548
C -4.7620 -2.7866 5.0283 -0.620
H 1.5453 -4.1402 -2.6081 0.087
C 1.4433 4.2550 4.0672 -0.517
C -5.2035 2.5520 2.7399 0.850
H -2.6793 -6.1071 2.6318 0.468
H -8.6885 1.8457 -0.4769 0.492
O -2.1137 -4.6910 -0.5565 -0.614
C 4.3042 4.0832 -0.2351 -0.153
H 5.0866 3.6468 -0.7357 0.617
O -0.3266 -5.2088 0.8984 -0.123
C -1.9009 -1.8891 3.7364 -0.515
H 5.0638 -2.8096 -4.2312 0.026
C 1.3068 -3.8136 -3.6146 1.835
H -1.4625 -1.8333 -3.8835 -0.652
H -5.5085 3.2880 2.0446 0.414
O -2.2560 2.6426 3.4441 -0.546
H 0.4117 4.4183 -4.2181 0.417
H -0.6396 2.2950 5.0310 -0.507
H 2.3066 -7.2788 0.9590 0.421
H 4.8933 -4.3390 -3.5510 0.310
H 4.6764 -0.9315 4.9462 0.096
H 4.5485 1.8467 -3.5538 0.296
C 1.9039 -5.6498 -7.5672 -0.420
H 3.5643 -0.8889 -6.7834 0.307
C -0.2205 2.1120 6.0366 -0.338
H 2.6862 0.7637 3.9231 -0.346
H 1.2664 -2.4509 1.4985 -0.580
S 5.9174 1.5088 5.9885 1.113
H 0.8190 -1.2792 -7.9962 0.376
H -5.2633 -2.2674 4.1433 0.090
H -7.5807 1.9581 -2.8324 0.404
C 6.8785 -4.0536 -4.5757 -1.400
```